Molecular formula: C39H54N3O2S3TeW
Method: DFT, ωB97M-V/def2-TZVPD

The value obtained for the energy above the lowest of the compared OMol25 structures with the same formula, charge and spin is 1.703 eV. The total energy is -91494.8162 eV. The value obtained for the max |F| is 1.1 eV/Å. The spin multiplicity is 4. The net charge is +2. The expectation value of S² is 3.7757.

Geometry as XYZ:
```
103
Properties=species:S:1:pos:R:3:forces:R:3:mulliken_charge:R:1
W 0.2241 -0.2855 0.4130 0.4 -0.2 0.5 -0.97
C 3.8890 -0.5014 2.9145 0.0 0.2 -0.1 -1.10
C 4.0305 0.1850 1.5515 0.1 -0.1 0.1 -0.25
S 2.5921 1.0141 0.8335 -0.2 -0.2 -0.2 0.28
C 2.2235 2.3023 2.0364 0.0 0.1 0.0 -0.89
C 1.5302 1.8762 3.3255 0.1 0.2 0.0 -0.85
S 0.0375 0.9003 3.0515 -0.2 -0.3 -0.1 0.06
C 0.1819 -0.3979 4.3049 0.1 -0.1 0.1 -0.40
C 1.5497 -1.0734 4.4888 -0.1 0.1 0.0 -1.29
S 2.4210 -1.5421 2.9712 0.0 -0.3 0.0 0.42
H 3.8768 0.2295 3.7204 0.0 0.0 0.0 0.42
H 4.7736 -1.1209 3.0647 0.0 0.0 0.0 0.60
H 4.3412 -0.5313 0.7892 -0.1 0.0 0.0 -0.29
H 4.8093 0.9490 1.5936 0.0 0.0 0.0 0.66
H 1.6170 3.0202 1.4884 0.0 0.0 0.0 0.11
H 3.1695 2.7970 2.2645 0.0 0.0 0.0 0.75
H 1.2536 2.7768 3.8754 0.0 0.0 0.0 0.59
H 2.2012 1.3071 3.9570 0.0 0.0 0.0 0.24
H -0.5775 -1.1231 4.0087 0.0 0.0 0.0 0.08
H -0.1228 0.0264 5.2628 0.0 0.0 0.0 0.64
H 1.3828 -1.9882 5.0574 0.0 0.0 0.0 0.53
H 2.2226 -0.4642 5.0914 0.0 0.0 0.0 0.53
C -0.3300 3.8458 -0.1421 -0.1 0.1 0.0 -2.01
C -1.0983 2.5616 -0.4013 0.2 -0.3 0.0 1.75
C -2.3351 2.4780 0.4752 -0.1 0.0 0.0 -1.26
C -1.4184 2.4078 -1.8834 -0.1 0.1 0.0 -1.48
O -0.2113 1.4561 -0.0467 0.0 0.3 0.1 0.59
H -0.8979 4.6916 -0.5316 0.0 0.0 0.0 0.44
H 0.6371 3.8318 -0.6445 0.0 0.0 0.0 0.43
H -0.1904 4.0134 0.9253 0.0 0.0 0.1 0.40
H -3.0411 3.2511 0.1701 0.0 0.0 0.1 0.51
H -2.0879 2.6345 1.5250 0.0 0.0 0.0 0.34
H -2.8308 1.5097 0.3828 0.0 0.1 0.0 0.00
H -2.3099 2.9851 -2.1309 0.0 0.0 0.0 0.41
H -1.6014 1.3656 -2.1402 -0.1 0.0 0.0 0.22
H -0.5969 2.7714 -2.4998 0.0 0.0 0.0 0.41
C 6.4435 -5.9732 -3.6878 0.0 0.0 0.0 -1.61
C 5.3658 -5.1874 -3.0002 0.1 0.0 0.0 0.54
C 4.1469 -5.7657 -2.6769 -0.1 -0.1 0.0 -0.83
C 3.1446 -5.0677 -2.0121 0.3 0.0 -0.2 0.83
C 1.8608 -5.7813 -1.7277 -0.1 -0.1 0.1 -1.19
C 3.3976 -3.7258 -1.7061 0.0 0.0 0.2 0.28
Te 1.9575 -2.5642 -0.6409 0.1 -0.3 -0.4 0.63
N 0.1053 -2.1065 0.9669 -0.7 0.7 0.4 0.78
C -0.9613 -2.7658 1.5836 0.0 0.0 -0.4 -0.02
O -1.8039 -2.1021 2.1729 0.0 0.1 0.0 -0.63
C -1.1161 -4.2409 1.4654 0.3 0.1 0.0 -0.43
C -0.0162 -5.0919 1.4942 0.1 0.0 0.0 0.10
C -0.1972 -6.4643 1.4067 0.0 0.0 0.0 -0.70
C -1.4759 -6.9836 1.2618 0.0 0.0 0.0 -0.54
C -2.5765 -6.1355 1.2356 0.0 0.0 0.0 -0.87
C -2.3996 -4.7674 1.3548 0.0 0.0 0.0 -0.38
C 0.4632 -2.6084 -2.1274 0.0 -0.1 0.1 1.30
C -0.6320 -3.4494 -1.9765 -0.1 0.1 -0.1 -0.54
C -1.6366 -3.4407 -2.9316 0.0 0.0 0.0 -0.89
C -1.5330 -2.5932 -4.0261 0.0 0.0 0.0 -1.00
C -0.4327 -1.7618 -4.1623 0.0 0.0 0.0 -0.94
C 0.5942 -1.7502 -3.2185 -0.1 0.0 -0.1 0.82
C 1.7761 -0.8436 -3.4089 0.1 0.1 0.0 -1.25
C 4.6206 -3.0994 -1.9956 0.1 -0.2 -0.1 0.80
C 4.9756 -1.6651 -1.6997 0.0 0.1 0.0 -1.56
C 5.5775 -3.8573 -2.6594 0.0 0.1 0.0 -0.70
H 6.1052 -6.9726 -3.9523 0.0 0.0 0.0 0.37
H 7.3164 -6.0704 -3.0408 0.0 0.0 0.0 0.35
H 6.7677 -5.4688 -4.5983 0.0 0.0 0.0 0.39
H 3.9669 -6.8008 -2.9428 0.0 0.0 0.0 0.42
H 2.0541 -6.8331 -1.5215 0.0 0.0 0.0 0.61
H 1.1909 -5.7277 -2.5877 0.0 0.0 0.0 0.41
H 1.3258 -5.3801 -0.8699 0.0 0.1 0.1 -0.45
H 0.9782 -4.6810 1.6305 0.0 0.0 0.0 0.64
H 0.6547 -7.1283 1.4554 0.0 0.0 0.0 0.51
H -1.6180 -8.0527 1.1855 0.0 0.0 0.0 0.44
H -3.5725 -6.5454 1.1389 0.0 0.0 0.0 0.46
H -3.2482 -4.0959 1.3663 0.0 0.0 0.0 0.52
H -0.7207 -4.0975 -1.1168 0.0 -0.1 0.1 0.33
H -2.4876 -4.1002 -2.8232 0.0 0.0 0.0 0.58
H -2.3032 -2.5895 -4.7860 0.0 0.0 0.0 0.49
H -0.3561 -1.1096 -5.0232 0.0 0.0 0.0 0.49
H 1.6255 -0.1906 -4.2660 0.0 0.0 0.0 0.53
H 2.6889 -1.4174 -3.5885 0.0 0.0 0.0 0.22
H 1.9532 -0.2040 -2.5352 0.0 0.0 0.0 0.11
H 4.1576 -1.0749 -1.2844 0.0 -0.1 -0.1 -0.27
H 5.2838 -1.1650 -2.6182 0.0 0.0 0.0 0.48
H 5.8181 -1.6120 -1.0087 0.0 0.0 0.0 0.51
H 6.5188 -3.3864 -2.9206 0.0 0.0 0.0 0.50
N -1.6024 -0.7478 -0.5081 -0.4 0.1 0.2 0.29
C -2.7524 -0.8849 -0.6005 0.3 -0.1 -0.2 -0.44
N -4.0173 -1.0781 -0.7590 0.0 0.1 0.0 0.84
C -4.6825 -0.6243 -2.0058 0.0 0.0 0.1 -0.72
C -5.7503 -1.6346 -2.3832 0.0 0.0 -0.1 -0.66
C -6.7112 -1.8688 -1.2220 0.0 0.0 0.0 -0.83
C -5.9520 -2.3631 0.0052 0.0 0.0 0.1 -0.64
C -4.8719 -1.3794 0.4187 0.1 0.0 -0.1 -0.60
H -3.9164 -0.5224 -2.7741 0.0 0.0 0.0 0.45
H -5.1199 0.3602 -1.8145 0.0 0.0 0.0 0.32
H -5.2649 -2.5759 -2.6562 0.0 0.0 0.0 0.22
H -6.2754 -1.2709 -3.2671 0.0 0.0 0.0 0.40
H -7.4776 -2.5882 -1.5062 0.0 0.0 0.0 0.38
H -7.2286 -0.9347 -0.9807 0.0 0.0 0.0 0.33
H -5.4893 -3.3303 -0.2122 0.0 0.0 0.0 0.23
H -6.6242 -2.5089 0.8516 0.0 0.0 0.0 0.44
H -4.2223 -1.7703 1.2021 0.0 0.0 0.0 0.40
H -5.3079 -0.4368 0.7618 0.0 0.0 0.0 0.34
```
Forces are in eV/Å.